Record 1
{"formula": "C27H72N4O11", "method": "ωB97M-V with the def2-TZVPD basis set", "species": ["C", "O", "C", "C", "N", "C", "C", "O", "C", "H", "H", "H", "H", "H", "H", "H", "H", "H", "H", "H", "H", "H", "H", "H", "C", "O", "C", "C", "N", "C", "C", "O", "C", "H", "H", "H", "H", "H", "H", "H", "H", "H", "H", "H", "H", "H", "H", "H", "C", "O", "C", "C", "N", "C", "C", "O", "C", "H", "H", "H", "H", "H", "H", "H", "H", "H", "H", "H", "H", "H", "H", "H", "C", "O", "C", "C", "N", "C", "C", "O", "C", "H", "H", "H", "H", "H", "H", "H", "H", "H", "H", "H", "H", "H", "H", "H", "C", "C", "C", "O", "H", "H", "H", "H", "H", "H", "H", "H", "O", "H", "H", "O", "H", "H"], "xyz": [[6.001, -23.661, -17.423], [7.008, -23.298, -18.388], [6.540, -23.842, -19.633], [7.304, -23.022, -20.701], [6.980, -21.609, -20.763], [8.062, -20.789, -21.344], [7.544, -19.345, -21.357], [6.602, -19.180, -22.413], [5.871, -17.963, -22.276], [6.240, -23.244, -16.454], [5.899, -24.820, -17.344], [4.966, -23.347, -17.735], [5.481, -23.794, -19.752], [6.842, -24.914, -19.660], [7.118, -23.525, -21.669], [8.358, -23.255, -20.412], [6.134, -21.456, -21.258], [8.553, -21.122, -22.302], [8.771, -20.759, -20.528], [8.426, -18.627, -21.579], [7.195, -19.049, -20.414], [5.110, -17.906, -23.086], [6.499, -17.072, -22.342], [5.318, -17.904, -21.304], [8.580, -16.013, -13.858], [9.956, -16.516, -13.770], [10.779, -16.379, -14.945], [12.046, -17.214, -14.854], [11.730, -18.679, -14.918], [11.350, -19.375, -13.685], [11.412, -20.865, -13.800], [12.693, -21.348, -14.031], [13.591, -21.376, -12.946], [8.043, -16.604, -13.066], [8.079, -16.232, -14.860], [8.663, -14.946, -13.717], [10.868, -15.298, -15.065], [10.179, -16.729, -15.769], [12.518, -17.012, -13.912], [12.797, -16.983, -15.665], [12.496, -19.210, -15.254], [10.326, -19.021, -13.437], [11.967, -19.056, -12.891], [10.706, -21.173, -14.611], [10.941, -21.251, -12.913], [14.035, -20.393, -12.704], [14.445, -21.991, -13.293], [13.248, -21.752, -11.962], [12.325, -20.212, -21.093], [11.446, -19.337, -20.439], [11.876, -19.014, -19.124], [10.993, -17.893, -18.731], [11.005, -16.795, -19.645], [12.317, -16.267, -20.024], [12.222, -15.140, -21.005], [11.333, -15.496, -22.014], [11.517, -14.912, -23.226], [12.532, -21.064, -20.494], [13.217, -19.626, -21.305], [11.953, -20.425, -22.130], [12.973, -18.758, -19.174], [11.800, -19.787, -18.366], [11.193, -17.479, -17.724], [10.028, -18.407, -18.712], [10.513, -17.095, -20.424], [12.790, -17.109, -20.444], [12.780, -15.991, -19.129], [13.204, -14.926, -21.385], [11.810, -14.236, -20.438], [12.313, -15.284, -23.909], [11.710, -13.866, -23.109], [10.620, -15.130, -23.816], [2.741, -17.217, -15.305], [1.661, -18.045, -15.756], [1.663, -19.415, -15.308], [0.278, -19.933, -15.445], [0.346, -21.390, -15.232], [-0.842, -22.139, -15.418], [-1.978, -21.837, -14.451], [-1.549, -22.035, -13.141], [-2.493, -21.479, -12.239], [2.528, -16.152, -15.496], [3.745, -17.376, -15.786], [2.869, -17.311, -14.213], [1.953, -19.501, -14.216], [2.337, -20.019, -15.938], [0.008, -19.842, -16.495], [-0.485, -19.400, -14.822], [0.779, -21.493, -14.321], [-0.617, -23.193, -15.464], [-1.286, -21.875, -16.374], [-2.776, -22.552, -14.763], [-2.411, -20.847, -14.488], [-2.728, -20.408, -12.456], [-2.138, -21.571, -11.237], [-3.393, -21.968, -12.340], [6.299, -15.958, -16.742], [6.490, -16.259, -18.233], [7.925, -16.702, -18.545], [5.559, -17.215, -18.723], [6.454, -16.797, -16.029], [5.292, -15.519, -16.682], [6.975, -15.155, -16.475], [6.270, -15.268, -18.637], [8.073, -17.696, -18.146], [8.648, -16.077, -18.035], [7.998, -16.794, -19.620], [4.698, -16.918, -18.523], [9.097, -20.136, -15.706], [9.755, -19.412, -15.836], [8.530, -20.088, -16.520], [7.396, -20.325, -18.082], [6.593, -19.869, -17.883], [7.146, -21.187, -18.544]], "forces_ev_per_angstrom": [[-0.57, -1.61, -0.30], [-2.30, -0.66, 0.45], [2.38, 0.62, -0.31], [-0.06, -1.86, -0.19], [1.23, -0.66, 0.21], [-0.74, 0.84, 1.03], [2.57, 0.52, -2.90], [-0.58, 0.43, 0.58], [-1.01, -0.20, 0.10], [0.18, 0.08, 0.09], [0.47, 1.75, 0.00], [0.99, 0.15, 0.19], [-0.95, 0.30, 0.11], [-0.18, 0.54, -0.27], [0.26, 0.07, 0.10], [-0.52, 0.91, -0.48], [-0.81, 0.02, -0.59], [-0.74, 0.21, 0.76], [0.91, -0.14, -0.15], [-0.95, -1.02, 0.29], [-0.98, 0.11, 1.43], [0.63, -0.20, 0.42], [0.29, -0.06, -0.04], [0.51, -0.20, -0.56], [1.07, -1.81, -0.72], [-0.46, -0.63, 0.00], [-1.43, 0.41, 0.44], [-0.02, -1.14, -0.31], [-0.64, 0.55, -0.36], [-1.58, 1.52, -0.53], [-1.82, 0.36, -0.86], [0.55, -0.65, 0.06], [1.30, 0.25, 0.12], [0.37, 1.10, -0.68], [0.92, 0.18, 1.25], [-0.61, 0.40, 0.30], [0.91, 0.11, -0.34], [-0.16, -0.27, -0.72], [0.49, 0.38, 0.71], [-1.05, -0.07, 0.70], [1.03, -0.11, -0.74], [0.49, -0.58, 0.04], [0.97, 0.48, 1.32], [1.03, 0.03, 0.29], [0.13, -0.50, 0.81], [-0.32, 0.00, -0.29], [-0.50, 0.15, 0.33], [-0.51, -0.22, -0.69], [-0.18, 1.49, -1.71], [-0.57, -0.63, 0.49], [1.96, 0.11, -0.48], [0.09, 0.58, 1.23], [-0.34, 1.75, 1.21], [-2.12, -1.22, -0.33], [-0.92, 1.13, 1.52], [-0.17, -1.51, 0.78], [-0.15, 0.02, -2.21], [0.24, -1.06, 0.26], [0.76, -0.26, 0.21], [-0.16, -0.25, 1.16], [-0.76, -0.03, 0.11], [-0.22, -0.74, -0.20], [0.09, -0.68, -0.19], [-0.36, 0.69, 0.04], [-0.89, -0.25, -2.08], [1.57, -0.73, -0.89], [1.12, 0.67, 1.30], [0.57, 0.28, -0.29], [0.56, -0.75, -0.80], [0.25, -0.33, 0.87], [-0.20, 1.04, -0.17], [-0.09, 0.54, 0.18], [0.41, 0.00, 0.19], [0.71, 0.23, 0.36], [0.87, 1.13, 0.79], [-1.14, -1.23, -0.76], [1.42, 1.30, 0.44], [-1.03, 0.96, 0.06], [-0.25, -1.39, -0.41], [-0.08, 0.25, 0.90], [1.45, 1.43, -0.60], [-0.44, -0.55, -0.10], [-0.91, -0.49, 0.20], [0.02, -0.10, -0.28], [0.12, 0.27, -1.02], [-0.10, 0.17, 0.37], [-0.34, 0.45, -0.14], [0.68, -0.24, -0.29], [-0.36, -0.70, 0.08], [0.01, -0.41, 0.28], [0.22, -0.03, -0.55], [0.00, 0.29, 0.51], [0.11, 0.57, -0.66], [0.53, -0.46, 0.06], [0.39, -0.09, 0.62], [-2.25, -1.38, -0.07], [-0.49, -0.30, -0.10], [0.69, 0.42, 1.22], [-1.57, -0.36, 0.21], [1.80, -0.71, -0.38], [-0.32, 0.34, -0.65], [0.06, -0.33, 0.57], [0.24, 0.17, 0.11], [0.19, -0.06, -0.82], [-0.13, -0.42, 0.18], [0.15, 0.38, -0.54], [0.66, 0.34, -0.24], [-1.59, 0.52, 0.36], [-0.17, 1.04, -1.16], [-0.34, -0.70, 0.30], [0.49, -0.36, 0.75], [0.72, -1.56, -0.56], [-0.99, 0.44, 0.01], [0.33, 1.39, 0.64]], "lumo_energy_ev": 0.6, "e_above_lowest_kj_mol": 192.8, "total_charge": 0, "smiles": "COCCNCCOC.COCCNCCOC.COCCNCCOC.COCCNCCOC.CC(C)O.O.O", "max_force_ev_per_a": 3.91}


Record 2
{"formula": "C27H74N4O13V", "method": "ωB97M-V with the def2-TZVPD basis set", "species": ["O", "V", "O", "C", "C", "C", "O", "H", "H", "H", "H", "H", "H", "H", "C", "C", "C", "O", "H", "H", "H", "H", "H", "H", "H", "C", "O", "N", "N", "H", "H", "H", "H", "C", "O", "N", "N", "H", "H", "H", "H", "C", "C", "O", "H", "H", "H", "H", "H", "H", "C", "C", "O", "H", "H", "H", "H", "H", "H", "C", "C", "C", "O", "H", "H", "H", "H", "H", "H", "H", "H", "C", "C", "C", "O", "H", "H", "H", "H", "H", "H", "H", "H", "C", "C", "C", "O", "H", "H", "H", "H", "H", "H", "H", "H", "C", "C", "C", "O", "H", "H", "H", "H", "H", "H", "H", "H", "C", "C", "C", "O", "H", "H", "H", "H", "H", "H", "H", "H"], "xyz": [[-6.070, -13.102, 25.366], [-5.140, -12.831, 24.074], [-6.030, -13.073, 22.770], [-2.080, -13.649, 22.757], [-2.972, -14.905, 22.878], [-2.184, -16.290, 22.926], [-3.829, -14.745, 23.964], [-1.595, -13.419, 23.706], [-2.572, -12.737, 22.418], [-1.292, -13.945, 22.065], [-3.465, -14.817, 21.910], [-2.853, -17.150, 22.949], [-1.609, -16.340, 23.850], [-1.561, -16.351, 22.034], [-3.970, -9.884, 22.321], [-3.514, -9.874, 23.810], [-3.090, -8.466, 24.345], [-4.496, -10.616, 24.552], [-3.123, -9.879, 21.635], [-4.575, -9.061, 21.941], [-4.311, -10.808, 21.855], [-2.610, -10.481, 23.766], [-3.814, -7.720, 24.017], [-2.152, -7.998, 24.048], [-3.070, -8.599, 25.427], [-7.795, -9.737, 19.428], [-8.086, -10.291, 18.394], [-8.644, -9.134, 20.257], [-6.553, -9.630, 19.859], [-8.306, -8.522, 20.986], [-9.605, -9.128, 19.944], [-5.868, -10.129, 19.310], [-6.231, -9.338, 20.771], [-1.329, -7.117, 20.143], [-1.038, -8.065, 20.852], [-0.552, -6.657, 19.211], [-2.289, -6.281, 20.356], [-0.733, -5.906, 18.560], [0.304, -7.188, 19.139], [-2.366, -5.415, 19.841], [-2.760, -6.418, 21.239], [-3.952, -9.985, 29.488], [-3.689, -10.152, 28.022], [-4.928, -10.049, 27.368], [-4.389, -10.962, 29.694], [-4.579, -9.203, 29.915], [-3.044, -9.842, 30.073], [-3.012, -10.993, 27.869], [-3.148, -9.234, 27.791], [-4.819, -10.246, 26.435], [-9.075, -9.444, 25.880], [-7.654, -10.019, 25.896], [-6.829, -8.897, 25.504], [-9.892, -10.166, 25.879], [-9.272, -8.601, 25.218], [-9.011, -9.038, 26.889], [-7.493, -10.957, 25.365], [-7.398, -10.271, 26.926], [-5.970, -9.291, 25.334], [-2.478, -10.900, 18.373], [-2.444, -12.243, 19.201], [-3.539, -13.182, 18.666], [-1.198, -12.868, 19.127], [-3.463, -10.444, 18.471], [-2.340, -11.005, 17.297], [-1.740, -10.190, 18.749], [-2.765, -12.012, 20.217], [-3.424, -13.556, 17.649], [-4.440, -12.612, 18.440], [-3.821, -13.924, 19.413], [-0.628, -12.269, 19.614], [-6.009, -6.299, 23.308], [-7.256, -6.336, 22.454], [-7.094, -5.860, 20.970], [-7.858, -7.632, 22.479], [-5.168, -6.810, 22.840], [-6.136, -6.564, 24.357], [-5.474, -5.359, 23.174], [-7.971, -5.605, 22.829], [-6.407, -6.533, 20.456], [-6.693, -4.848, 20.904], [-8.066, -5.866, 20.477], [-7.721, -7.963, 23.370], [0.132, -4.118, 21.996], [-0.460, -4.459, 23.344], [-2.005, -4.565, 23.528], [-0.085, -5.784, 23.731], [1.216, -4.194, 22.079], [-0.150, -3.118, 21.666], [-0.266, -4.901, 21.350], [-0.145, -3.765, 24.123], [-2.672, -3.875, 23.010], [-2.210, -4.580, 24.598], [-2.461, -5.529, 23.304], [-0.571, -6.366, 23.142], [-0.684, -5.310, 27.479], [0.485, -6.251, 27.328], [-0.053, -7.623, 26.980], [1.326, -5.775, 26.303], [-1.276, -5.184, 26.572], [-0.340, -4.304, 27.720], [-1.377, -5.594, 28.271], [0.959, -6.352, 28.305], [0.723, -8.388, 27.000], [-0.545, -7.611, 26.007], [-0.741, -7.744, 27.817], [0.778, -5.687, 25.520], [0.378, -10.370, 22.906], [1.159, -10.390, 21.601], [2.349, -11.341, 21.446], [0.319, -10.579, 20.494], [1.062, -10.219, 23.740], [-0.200, -11.285, 23.039], [-0.251, -9.482, 22.968], [1.657, -9.434, 21.445], [3.068, -11.084, 20.668], [2.096, -12.329, 21.063], [2.917, -11.477, 22.366], [-0.232, -9.793, 20.471]], "forces_ev_per_angstrom": [[1.29, 0.44, -1.90], [0.04, -1.53, 1.10], [0.85, 0.76, 1.08], [1.30, -1.27, 0.41], [0.02, 0.78, 0.31], [-0.76, 1.58, 0.20], [-1.45, 2.00, 0.24], [0.01, -0.04, 0.25], [-0.38, -0.15, -0.20], [0.24, 0.60, -0.36], [-0.80, -0.78, -0.35], [-0.28, 0.23, -0.14], [0.29, 0.11, -0.09], [0.22, -0.11, 0.12], [1.26, 0.37, -1.12], [-0.39, -1.50, -1.86], [-1.29, -0.71, 0.11], [0.07, -0.52, 0.13], [0.97, 0.91, 0.21], [-0.40, 0.13, 0.52], [-1.09, -0.49, 1.11], [0.38, -0.07, 0.34], [-0.41, -0.06, 0.56], [0.45, -0.90, -0.34], [-0.12, 0.51, 0.14], [-0.65, 0.25, 0.17], [-0.53, -0.68, -1.22], [-2.09, 0.43, 0.21], [3.95, -0.26, 0.09], [-0.37, -0.12, 0.13], [0.22, 0.18, 0.32], [-0.12, 0.06, 0.15], [-0.61, -0.13, -0.06], [1.16, -0.35, 1.18], [-0.15, -1.01, 0.48], [3.87, -0.31, -3.37], [-4.25, 1.66, 1.84], [-0.05, -0.35, 0.32], [-0.01, 0.26, -0.58], [-0.16, -0.29, 0.45], [-0.47, 0.32, -0.36], [0.01, -1.48, 1.25], [0.14, 3.17, 0.33], [-0.07, -0.84, 0.50], [-0.22, 0.07, 1.09], [-0.48, 0.14, -1.04], [0.40, -0.51, -0.18], [-0.53, -0.40, -0.42], [0.73, 0.04, -0.74], [0.38, -0.43, -0.80], [0.39, -0.18, 1.58], [-0.25, 0.58, -0.19], [-0.48, -0.72, -0.41], [0.16, -0.08, -0.23], [0.26, -0.36, -0.36], [-1.06, 0.61, 0.05], [0.12, 0.36, -0.76], [-0.01, -0.03, 0.10], [0.61, 0.01, -0.40], [-0.16, -0.46, 0.68], [-1.60, 0.57, -2.09], [-0.57, 0.68, -0.17], [0.04, -0.03, 0.26], [-0.09, 0.11, 0.25], [0.28, -0.47, 0.02], [0.08, 0.02, 0.02], [0.40, 0.13, 0.32], [1.01, -0.62, 0.21], [-0.28, 0.43, 0.73], [0.21, -0.30, -0.35], [0.74, 0.09, 0.20], [1.22, 0.65, -1.16], [-0.37, 0.94, -0.83], [0.36, -0.88, 0.95], [0.37, 0.66, -0.21], [-0.43, -1.43, 0.07], [0.01, -0.05, -0.18], [-0.79, 1.02, 0.69], [-0.22, -0.04, 0.59], [-0.05, -0.06, -0.25], [0.01, 0.03, 0.25], [0.06, -0.15, -0.01], [0.03, -0.56, 0.43], [-0.50, -0.32, 0.51], [-1.88, -0.68, 0.72], [-0.56, 0.34, -0.10], [1.24, 0.31, 0.27], [-0.05, -0.02, -0.19], [-0.05, -0.08, -0.12], [0.30, 0.27, -0.59], [0.46, -0.15, 0.01], [0.31, 0.59, 0.15], [0.02, 0.66, 0.09], [0.60, -0.48, -0.68], [0.09, -0.44, -0.05], [-0.43, 1.04, 0.51], [-1.00, -0.34, -0.95], [0.14, 0.22, 0.72], [1.09, 0.35, 0.70], [0.06, -0.38, -0.26], [0.19, 0.08, 0.11], [0.01, -0.18, 0.05], [0.76, 0.39, -0.25], [-0.06, 0.00, -0.02], [-0.19, -0.09, 0.14], [-0.44, -0.99, -0.35], [-0.10, -0.21, -0.42], [0.67, 0.09, 0.16], [1.37, 0.29, -0.32], [0.11, -1.13, 0.03], [-0.41, -0.53, -0.60], [0.17, -0.38, 0.14], [-0.04, 0.06, 0.06], [-0.37, -0.18, -0.40], [-0.24, 0.64, 0.42], [-0.09, 0.93, 0.03], [-0.69, -0.28, 0.51], [-0.11, 0.08, 0.11], [-0.51, 0.36, -0.12]], "lumo_energy_ev": 1.4, "total_charge": -1, "max_force_ev_per_a": 5.14}